Entry from the OMol25 dataset: a cluster of 16 separate species, C84H216N16O26 in total at a distorted geometry (wB97M-V/def2-TZVPD).

Its net charge is 0. Its energy above the lowest of the compared OMol25 structures with the same formula, charge and spin is 0.0 kcal per mole. The total energy is -6161.8099 Ha.

```
342
Properties=species:S:1:pos:R:3:mulliken_charge:R:1
C -3.84781 -4.43376 -0.92070 -0.49
O -2.99307 -4.63350 -2.03790 0.32
C -3.09564 -5.93897 -2.54775 -1.17
C -2.02458 -6.16500 -3.62185 0.02
N -2.13571 -5.43255 -4.86297 -0.30
C -1.96583 -3.98561 -4.81922 1.40
C -1.95198 -3.40177 -6.23110 -0.66
O -2.03424 -1.99449 -6.14158 0.45
C -1.97996 -1.41876 -7.41184 -0.78
H -3.69270 -3.42314 -0.52671 -0.25
H -3.70581 -5.14341 -0.08270 0.27
H -4.88644 -4.43219 -1.22098 0.35
H -4.11094 -6.02361 -3.00933 0.25
H -3.04564 -6.68038 -1.71305 0.58
H -2.04493 -7.22480 -3.88202 0.52
H -1.08686 -5.97813 -3.11956 -0.55
H -2.99279 -5.64748 -5.38554 0.42
H -0.92863 -3.74857 -4.50746 -0.77
H -2.66674 -3.55706 -4.07458 -0.13
H -2.81318 -3.79577 -6.79938 -0.05
H -1.04124 -3.73599 -6.73149 0.26
H -1.97780 -0.32971 -7.29187 0.23
H -2.66631 -1.75127 -8.21801 0.00
H -0.98421 -1.61195 -7.77836 0.31
C -3.79622 -0.36876 -0.77660 -0.44
O -3.51316 1.03251 -0.80405 0.59
C -4.19910 1.83252 0.17482 0.29
C -4.30031 3.23679 -0.23114 -2.05
N -3.00991 3.85301 -0.25918 1.68
C -2.97760 5.21904 -0.68903 -1.73
C -1.56570 5.72906 -0.82788 0.39
O -0.88491 4.98351 -1.83060 0.13
C 0.34004 5.63443 -2.18999 -0.80
H -3.51902 -0.81065 0.18077 -0.19
H -3.18152 -0.84463 -1.53843 -0.19
H -4.84940 -0.62045 -0.92864 0.27
H -3.65946 1.83852 1.12500 -0.50
H -5.15473 1.33838 0.30322 0.84
H -4.85237 3.83962 0.49270 0.54
H -4.86067 3.37853 -1.16429 0.34
H -2.45160 3.32178 -0.91527 -1.07
H -3.61309 5.81710 -0.01932 0.53
H -3.38982 5.29479 -1.73436 0.36
H -0.99727 5.64180 0.11512 -0.74
H -1.65678 6.79400 -1.08815 0.82
H 1.03947 5.63619 -1.34128 0.14
H 0.18048 6.65810 -2.51826 0.51
H 0.79958 5.08683 -3.01490 0.11
C 1.50987 3.07345 3.08643 0.74
O 2.62434 2.43340 3.70285 -0.29
C 2.24589 1.47169 4.64423 0.22
C 3.48541 0.83862 5.32260 -0.51
N 4.21617 1.86978 6.04197 -0.32
C 5.51205 1.40832 6.56204 -0.65
C 6.38835 2.65119 6.97319 -0.68
O 6.52495 3.62190 5.95222 -0.36
C 7.26751 3.18597 4.83937 -0.48
H 1.84697 3.73913 2.28924 -1.07
H 0.94970 3.68196 3.80237 0.72
H 0.82081 2.36636 2.62226 -0.31
H 1.63589 0.67723 4.17800 -0.39
H 1.72608 1.96250 5.46880 0.44
H 4.08974 0.27435 4.54700 0.07
H 3.10040 0.12799 6.05650 0.38
H 4.34211 2.66497 5.43378 0.30
H 6.15095 0.87188 5.84691 0.32
H 5.29171 0.76876 7.41527 0.44
H 7.33991 2.25086 7.32971 0.42
H 5.94851 3.19030 7.81566 0.32
H 6.67124 2.42551 4.32082 0.17
H 8.30080 2.84923 5.07108 0.27
H 7.28191 4.05293 4.18159 0.21
C -2.66028 11.11859 0.90732 -0.79
O -1.68428 10.35693 1.56500 -0.31
C -2.14727 9.68715 2.67200 -0.56
C -1.02902 8.72312 3.10798 -0.69
N -0.77733 7.73507 2.10107 0.63
C 0.52514 7.01327 2.31834 -0.46
C 1.77593 7.76283 1.84251 -0.83
O 1.79560 7.63243 0.41758 0.04
C 2.78170 8.42419 -0.24869 -0.99
H -3.48021 10.50712 0.47191 0.30
H -2.15776 11.64835 0.07749 0.24
H -3.09607 11.88334 1.56360 0.31
H -3.00277 9.05204 2.47337 0.20
H -2.35407 10.42369 3.46640 0.47
H -1.45295 8.19747 3.98409 0.16
H -0.13515 9.26929 3.44718 0.42
H -0.83649 8.09427 1.12700 0.23
H 0.48937 6.06233 1.72911 -0.60
H 0.62867 6.67075 3.34220 0.63
H 2.74868 7.36392 2.17201 0.57
H 1.73118 8.80997 2.18055 0.41
H 3.77981 8.08407 0.01454 0.27
H 2.62862 9.45402 0.02767 0.32
H 2.66844 8.21470 -1.32601 0.24
C 7.27077 3.55769 -5.40622 -0.77
O 6.35864 4.14328 -4.48023 -0.31
C 5.02474 3.78934 -4.77768 -0.27
C 4.16011 4.50505 -3.76685 -0.78
N 4.12324 3.78485 -2.51558 0.72
C 5.30237 3.73172 -1.67061 -0.24
C 5.59409 5.02898 -0.94078 -1.26
O 4.45514 5.54120 -0.24430 -0.06
C 4.27773 4.78478 1.00787 0.44
H 8.29254 3.77258 -5.08683 0.25
H 7.16655 3.92137 -6.43803 0.30
H 7.15483 2.46450 -5.38207 0.31
H 4.91483 2.68183 -4.71452 -0.02
H 4.82441 4.09402 -5.83520 0.56
H 3.11772 4.62615 -4.10415 0.27
H 4.55726 5.53545 -3.62063 0.46
H 3.32216 4.06310 -1.94764 -0.43
H 6.17663 3.39716 -2.20976 0.60
H 5.11350 2.94942 -0.92839 -0.13
H 5.91530 5.77947 -1.68066 0.40
H 6.41088 4.92657 -0.20101 0.38
H 4.26034 3.72746 0.78428 -0.05
H 3.27818 5.09269 1.32142 -0.85
H 5.04080 5.00315 1.72676 0.54
C -6.22254 4.68650 11.16510 -0.71
O -6.53204 3.46600 10.51868 -0.31
C -5.68790 3.15005 9.48662 -0.45
C -6.19705 1.88912 8.75264 -0.69
N -5.32697 1.55828 7.65549 -0.14
C -5.77441 0.40725 6.89749 -1.08
C -5.26247 0.39950 5.46420 0.55
O -5.48697 1.63192 4.74143 -0.35
C -5.77499 1.43712 3.35152 -0.62
H -6.77460 4.67721 12.12508 0.25
H -6.51587 5.54908 10.56147 0.28
H -5.16094 4.73010 11.43565 0.31
H -4.69269 2.90335 9.87242 0.31
H -5.62452 3.95715 8.77633 0.33
H -7.25467 2.02382 8.48429 0.36
H -6.11977 1.08208 9.49488 0.29
H -5.28676 2.34910 7.00232 0.22
H -6.88166 0.40102 6.84008 0.38
H -5.45577 -0.54024 7.33191 0.31
H -5.82020 -0.42433 5.03958 0.58
H -4.18391 0.19132 5.35043 -0.50
H -5.76784 2.43167 2.88293 0.15
H -6.76667 0.96905 3.19382 0.45
H -5.01816 0.79968 2.89132 0.08
C -4.81574 6.84942 4.16229 -0.82
O -4.59272 5.57280 3.64395 -0.40
C -3.35753 5.47176 2.96391 2.05
C -2.18700 5.16353 3.89040 -0.38
N -2.34556 3.94093 4.66981 0.04
C -2.39753 2.74259 3.89262 1.51
C -1.89098 1.58410 4.75997 -1.10
O -2.01092 0.30548 4.13832 1.01
C -1.54496 -0.70103 4.95298 -0.72
H -4.04862 7.16178 4.87183 0.34
H -5.81710 6.90929 4.61587 0.35
H -4.79145 7.67977 3.44310 0.25
H -3.20740 6.38832 2.33639 0.05
H -3.49080 4.57897 2.33464 -1.53
H -2.00966 5.96563 4.60184 0.68
H -1.23457 5.13325 3.39334 -0.79
H -3.01329 3.98738 5.42510 0.40
H -1.82495 2.89498 2.96866 -0.01
H -3.41515 2.47490 3.52575 -0.96
H -2.46616 1.64702 5.71164 0.43
H -0.83032 1.78389 4.97852 -0.27
H -2.21252 -0.75128 5.84620 0.47
H -0.52276 -0.49428 5.33742 -0.10
H -1.59718 -1.62484 4.37766 -0.18
C 1.35764 -2.50246 6.58118 -0.71
O 0.47490 -3.10955 5.64562 0.24
C 0.34085 -4.47729 5.92740 -0.60
C -0.78516 -5.14671 5.12932 -0.62
N -0.50276 -5.07793 3.73553 0.28
C -1.63062 -5.47604 2.89751 -1.02
C -2.84641 -4.48417 2.85044 -0.66
O -2.38169 -3.20623 2.56853 0.75
C -3.52819 -2.31946 2.47360 -0.90
H 1.37216 -1.41963 6.34009 -0.07
H 2.38468 -2.85288 6.53973 0.29
H 0.98744 -2.67676 7.59836 0.42
H 0.22186 -4.64944 6.99432 0.55
H 1.28385 -4.96678 5.62753 0.07
H -1.75397 -4.78473 5.46144 0.30
H -0.76342 -6.19921 5.44145 0.47
H -0.22167 -4.13955 3.46236 -0.38
H -1.99946 -6.47203 3.15879 0.67
H -1.28904 -5.63998 1.85941 -0.01
H -3.45972 -4.51258 3.76047 0.48
H -3.50499 -4.84787 2.04341 0.32
H -4.07607 -2.43041 3.40623 0.54
H -4.21613 -2.49991 1.61793 0.30
H -3.11627 -1.30650 2.51688 -0.33
C 0.13938 2.26876 -0.51048 0.50
O 0.53039 1.27895 0.44584 0.81
C -0.54621 0.45980 0.90231 0.61
C 0.02523 -0.73809 1.55075 0.46
N 0.60606 -1.71274 0.61265 1.48
C -0.35554 -2.56069 -0.11821 1.28
C 0.19720 -3.12677 -1.45041 -0.36
O 0.62706 -2.11344 -2.34595 0.65
C -0.52195 -1.35850 -2.84978 0.32
H -0.28383 1.79123 -1.39834 -0.43
H 1.04860 2.84253 -0.64787 -0.10
H -0.58370 2.95816 -0.06485 -0.31
H -1.17859 0.14995 0.03875 -0.48
H -1.24043 1.00384 1.59408 -0.26
H -0.65495 -1.28611 2.22017 -0.05
H 0.74349 -0.24996 2.25938 -1.39
H 1.11500 -1.24099 -0.13985 -0.59
H -1.32472 -2.09155 -0.39948 -1.20
H -0.66407 -3.37537 0.54392 -0.36
H -0.66771 -3.70821 -1.84214 -0.77
H 1.02038 -3.80179 -1.26896 0.35
H -0.67493 -0.44908 -2.27637 -0.23
H -1.41109 -2.00405 -2.93008 -0.39
H -0.26110 -1.12868 -3.87144 0.13
C -6.35569 -2.01547 -3.07221 -0.40
O -6.57416 -1.95545 -4.41856 -0.46
C -6.15530 -3.07757 -5.15612 0.11
C -6.23909 -2.80071 -6.64279 -0.67
N -5.94054 -4.08579 -7.30354 -0.08
C -6.16709 -4.21809 -8.77130 -0.76
C -5.14022 -3.50036 -9.61601 -0.23
O -5.26804 -3.55606 -11.00284 -0.43
C -5.02679 -4.75832 -11.70409 -0.72
H -6.61793 -1.03227 -2.67841 0.28
H -5.27941 -2.21304 -2.90251 -0.06
H -6.93293 -2.81184 -2.60185 0.43
H -6.78751 -3.94325 -4.93896 0.40
H -5.11639 -3.28798 -4.87495 -0.21
H -5.50201 -2.00254 -6.88382 0.17
H -7.24881 -2.42659 -6.90285 0.44
H -6.51089 -4.81489 -6.84817 0.23
H -7.17952 -3.91585 -9.11323 0.29
H -6.11089 -5.28825 -8.97440 0.42
H -4.12879 -3.76193 -9.29783 0.26
H -5.26863 -2.42874 -9.40228 0.20
H -5.88732 -4.97297 -12.35775 0.26
H -4.88361 -5.60611 -11.05011 0.32
H -4.15553 -4.73992 -12.38027 0.27
C 9.08713 -1.75126 -1.47261 -1.57
C 7.63067 -1.32309 -1.15755 1.15
C 7.05639 -2.26501 -0.12657 -0.22
O 7.04816 -3.66817 -0.47744 -0.55
C 6.21719 -3.92733 -1.59397 -0.37
N 7.57558 0.00024 -0.58316 -0.61
H 9.54848 -1.18683 -2.28224 0.43
H 9.17627 -2.80823 -1.66085 0.29
H 9.68341 -1.54965 -0.56001 0.37
H 6.94925 -1.42675 -2.02585 0.04
H 6.02675 -1.97189 0.13209 -0.64
H 7.56210 -2.27265 0.83412 0.69
H 6.14444 -4.99924 -1.73089 0.46
H 6.70050 -3.45032 -2.45173 0.40
H 5.19811 -3.56466 -1.39080 -0.16
H 7.93947 0.75106 -1.13823 0.30
H 6.61505 0.24202 -0.32253 -0.09
C -0.06409 2.30018 -4.39994 0.10
C -1.41241 2.57375 -4.98148 -0.20
C -2.44662 1.59831 -4.36165 2.10
O -3.69998 1.91604 -4.87436 -0.60
C -4.74245 0.92730 -4.56679 -0.43
N -1.78575 4.01986 -4.81540 -0.72
H 0.71760 2.85160 -4.94746 0.51
H 0.19783 1.23645 -4.42867 -0.18
H -0.01558 2.67482 -3.36806 -0.64
H -1.47143 2.35578 -6.07160 0.43
H -2.46985 1.70417 -3.24646 -0.83
H -2.16667 0.55824 -4.61173 -0.59
H -4.67296 -0.07920 -4.95329 0.13
H -5.71944 1.27054 -4.86361 0.52
H -4.85643 0.76445 -3.50014 -0.09
H -1.77612 4.21679 -3.81049 0.02
H -2.78514 4.07206 -5.04350 0.41
C 0.97775 -9.12999 -3.07780 -1.26
C 0.99591 -9.21325 -1.58165 0.81
C 0.80539 -7.82965 -0.97888 -0.92
O 1.71123 -6.81705 -1.39667 0.25
C 2.93902 -6.79109 -0.74753 -0.32
N -0.06600 -10.05033 -1.06935 -0.66
H 1.10150 -10.12769 -3.50785 0.46
H 1.77555 -8.48975 -3.44901 0.27
H 0.02784 -8.73105 -3.47283 0.19
H 1.98643 -9.58164 -1.24252 0.13
H 0.87003 -7.82091 0.14386 0.54
H -0.23764 -7.49198 -1.16115 0.02
H 2.81946 -6.64006 0.32079 0.33
H 3.52936 -5.98102 -1.12015 -0.37
H 3.52793 -7.72187 -0.87920 0.28
H 0.02824 -10.10529 -0.05084 0.21
H -0.22570 -10.96100 -1.46657 0.21
C 4.11935 -4.15086 1.51334 -1.30
C 3.23299 -4.19822 2.77683 1.35
C 3.99727 -4.46633 4.01238 -0.49
O 4.52500 -5.78026 3.96842 -0.34
C 5.31316 -6.12996 5.05536 -0.83
N 2.47552 -2.94572 2.93253 0.00
H 4.67409 -5.09236 1.31952 0.55
H 4.77866 -3.28977 1.58182 0.39
H 3.43655 -3.95910 0.64237 -0.40
H 2.49822 -5.00550 2.63098 0.06
H 3.34082 -4.40731 4.88064 -0.02
H 4.81954 -3.78321 4.11439 0.48
H 4.76239 -6.11712 6.02369 0.27
H 6.19735 -5.52544 5.21950 0.32
H 5.71937 -7.13659 4.90457 0.26
H 1.79877 -2.98253 3.68777 -0.28
H 2.11196 -2.53450 2.08911 -0.38
C 3.06406 0.66703 -3.60034 -0.28
C 3.90464 0.10773 -2.47711 0.63
C 3.38301 0.69946 -1.15314 -0.19
O 4.32167 0.29725 -0.14721 0.90
C 3.76472 0.30883 1.20745 -0.70
N 4.04525 -1.31148 -2.51519 0.15
H 2.15755 0.05214 -3.68008 -0.99
H 3.60824 0.42783 -4.50045 0.67
H 2.89515 1.74638 -3.47024 -0.31
H 4.96409 0.49795 -2.52089 0.40
H 2.35240 0.32498 -0.99886 -0.12
H 3.36253 1.77921 -1.19206 -0.37
H 3.49947 1.31285 1.48673 0.02
H 4.41146 -0.04639 1.99437 0.34
H 2.87435 -0.29315 1.25266 0.17
H 4.49417 -1.57149 -1.63072 -0.49
H 3.10681 -1.72872 -2.38725 0.06
C 3.24307 -4.59888 -3.82953 -1.71
C 1.95247 -4.62393 -4.60962 3.31
C 2.16252 -4.20902 -6.05509 -1.25
O 2.85857 -3.04376 -6.30803 -0.42
C 2.03987 -1.91594 -6.03375 -0.09
N 1.38116 -5.94713 -4.53603 -0.69
H 3.09819 -5.00441 -2.82147 0.03
H 3.71917 -3.61255 -3.82382 0.23
H 3.91101 -5.28955 -4.38514 0.61
H 1.21978 -3.91937 -4.13515 -1.69
H 1.19373 -4.19837 -6.61579 0.36
H 2.76096 -5.06511 -6.39665 0.37
H 1.13837 -1.87555 -6.68747 0.15
H 2.62958 -0.99859 -6.14392 0.29
H 1.66450 -1.96829 -5.00596 -0.01
H 1.33699 -6.22903 -3.54523 -0.04
H 0.40595 -5.94023 -4.86379 0.33
```